# 1
Molecular formula: C38H96FN6O4
Method: DFT, the ωB97M-V functional and the def2-TZVPD basis

As for the HOMO-LUMO gap: 0.365 Ha. The spin multiplicity is 1. The total charge is +5. As for the total energy: -2232.80982 Eh.

```
145
Properties=species:S:1:pos:R:3:forces:R:3:lowdin_charge:R:1
F -1.2373 -0.0736 -1.1212 0.6 0.0 -0.4 -0.497
O 1.0450 -0.7211 0.0379 2.6 -1.8 1.7 -0.109
O -7.0589 1.9377 -1.0601 1.3 -0.5 -0.5 -0.025
O -2.4708 -2.1359 0.1522 -1.5 -2.1 2.2 -0.085
O -0.3405 0.8031 -3.8031 0.5 0.1 -2.0 -0.088
N 3.0205 -2.5768 -4.1939 -1.5 -1.3 0.0 -0.206
N -2.6219 0.7876 6.9351 -0.9 -0.3 -1.1 -0.232
N 1.0276 2.2832 -6.2945 2.0 -2.1 -0.1 -0.324
N -4.1281 2.9127 -1.6193 1.2 0.1 -0.5 -0.293
N 3.6948 0.6750 2.6182 -2.6 0.7 -0.7 -0.306
N -0.4673 -3.5888 2.0501 1.7 1.6 -0.9 -0.279
C -2.4672 1.9799 4.5079 0.5 -0.9 -1.1 -0.187
C 1.0388 -3.7275 2.1853 -0.2 -0.4 0.6 -0.011
C 4.3755 -1.7871 -4.2705 -0.5 -1.1 0.7 -0.077
C -4.9573 4.1598 -1.9926 -0.6 -1.1 0.2 0.032
C -1.8513 1.6154 5.8536 -0.7 0.5 1.6 -0.088
C 3.0032 -3.7838 -3.1424 0.9 2.0 -0.1 -0.064
C 2.0430 3.0869 -7.1535 0.5 -0.5 1.5 0.041
C -0.7133 -2.1547 2.6153 -2.1 -1.4 -0.8 0.006
C 4.9145 -1.3615 -2.8965 0.8 0.8 -0.3 -0.166
C -2.4238 -0.3623 9.0575 -0.1 0.5 1.9 -0.132
C 4.5295 -0.0808 3.6141 0.8 -1.1 -2.0 0.018
C -5.9286 1.1163 -0.7854 1.0 1.4 1.7 -0.203
C 2.2801 -3.1075 -2.0391 -1.5 -1.5 2.0 -0.216
C 1.9113 0.2250 0.6814 -3.0 1.3 0.7 -0.212
C 4.5239 1.2471 1.4848 -0.6 0.6 0.6 0.028
C -3.0285 1.2442 2.1568 0.2 0.0 0.0 -0.093
C -2.7230 3.3552 -1.1326 -0.7 0.1 0.2 -0.005
C 6.2761 0.7165 -3.6383 -0.5 -0.2 -1.0 -0.105
C 2.9026 1.8128 3.4196 1.0 -0.8 -0.2 0.063
C 2.7641 -3.1989 -5.5653 1.3 1.1 0.8 0.026
C -2.0579 -3.5245 0.0230 0.1 1.8 -1.3 -0.190
C -1.1346 -4.6375 2.9102 0.6 -0.4 -0.2 0.034
C -4.6456 1.9558 -0.4730 -0.3 1.0 -2.1 -0.079
C 1.3018 0.7553 -6.4670 -1.3 0.6 -0.7 0.022
C 1.7075 -1.7480 -3.8028 0.5 -0.2 -0.1 -0.051
C -0.2692 2.6251 -6.8809 -1.5 0.4 1.0 -0.010
C -2.5783 0.8013 3.5535 -0.9 -0.4 -0.8 -0.257
C 1.1666 2.6258 -4.7561 -1.4 0.4 -1.1 -0.021
C -3.9596 2.1217 -2.9412 0.0 0.6 1.2 0.028
C -2.9890 -1.3423 8.0636 0.0 0.5 -1.7 -0.143
C 0.0640 2.1644 -3.7440 -0.3 -0.6 1.2 -0.212
C -2.4921 -0.7160 6.7965 0.7 0.3 -2.1 -0.168
C -4.1655 1.1993 6.8632 2.5 -0.8 0.9 0.099
C 2.7179 -0.2906 1.8658 1.5 -1.7 0.1 -0.114
C 0.9659 -2.5486 -2.6287 2.3 1.0 -1.3 -0.085
C -0.6683 -3.6744 0.4979 0.4 -0.6 0.3 -0.111
C 6.2807 -0.5725 -2.9180 0.3 -1.8 0.9 -0.260
C -2.0155 0.9714 8.3673 -1.3 -0.7 -1.3 -0.032
H 2.4855 -4.6888 -3.4601 -0.2 0.5 -0.8 0.145
H 1.2780 -3.4640 3.2156 0.1 -0.4 0.0 0.103
H 2.2060 -0.8040 2.6797 -0.7 0.2 -0.4 0.123
H -6.0711 0.6753 0.2011 -0.1 -0.6 0.1 0.123
H -3.4129 2.5154 4.4242 -0.4 -0.2 1.0 0.131
H 3.3098 -1.0502 1.3551 0.8 -0.3 0.8 0.125
H -2.7014 0.5582 1.3755 -0.2 -0.4 0.1 0.058
H 0.3829 0.2775 -6.1271 0.2 -0.1 0.3 0.089
H -0.3293 -1.3938 1.9358 0.5 -0.3 0.2 0.085
H -3.1671 -0.1676 9.8306 0.2 0.1 0.1 0.131
H 4.9787 -0.8531 2.9897 0.2 -0.3 0.0 0.110
H 2.8436 -2.3729 -1.4638 0.0 0.2 -0.5 0.099
H -0.7899 2.8274 -3.6043 -0.4 0.2 -1.3 0.099
H 7.2836 1.1302 -3.6823 -0.3 0.4 0.1 0.103
H -4.0980 1.4200 2.0417 0.1 0.1 0.3 0.077
H 5.4014 0.5148 3.8846 -0.6 0.3 0.7 0.125
H -3.7842 1.2958 -0.3705 -0.3 -0.2 0.2 0.094
H 1.1958 0.8347 1.2332 0.0 1.4 -0.7 0.120
H 2.8402 -2.3366 -6.2278 -0.6 -0.4 -0.5 0.100
H 7.1002 -1.2054 -3.2587 -0.2 -0.3 -0.6 0.123
H 2.0707 -0.7578 -3.5277 0.0 -0.2 0.8 0.103
H -4.0785 -1.3398 8.0311 0.1 -0.5 0.3 0.123
H -2.1261 -3.6968 -1.0512 0.5 -0.6 -0.1 0.135
H -4.6369 0.7029 7.7115 -0.1 0.3 -0.1 0.106
H 4.1788 -0.6361 -2.5491 -0.2 0.0 0.5 0.091
H 2.1748 0.3362 -5.9666 0.0 0.8 0.3 0.082
H -2.3226 4.1449 -1.7684 -0.1 -0.3 -0.3 0.101
H 3.9970 -4.1097 -2.8354 0.2 0.4 -0.5 0.140
H -1.4333 -0.9097 6.6244 0.5 0.2 0.7 0.127
H 4.2631 -0.8873 -4.8753 -0.5 -0.2 -0.2 0.116
H -4.3761 4.6983 -2.7412 0.0 0.3 0.5 0.106
H 0.3009 -3.3377 -2.9796 0.2 0.0 -0.3 0.126
H 3.9132 2.0496 1.0710 0.5 0.4 0.2 0.106
H 1.8305 -3.7613 -5.5482 0.2 0.3 -0.3 0.121
H 2.1395 2.2982 -4.3896 0.0 0.1 -0.6 0.129
H -2.7467 3.7757 -0.1273 -0.7 0.2 0.0 0.097
H 3.6493 -3.8024 -5.7658 -0.4 -0.4 -0.1 0.114
H 1.1888 -1.5076 -4.7308 -0.3 -0.7 0.1 0.097
H 1.8906 4.1519 -6.9784 -0.2 -0.1 -0.1 0.116
H -4.1110 2.2812 6.9840 -0.7 -0.1 -0.3 0.115
H 5.5116 1.3597 -3.2024 0.3 0.5 0.0 0.074
H 4.5592 0.5342 0.6610 0.7 -0.3 0.5 0.099
H -3.4888 2.7501 -3.6974 -0.2 0.2 0.2 0.099
H -0.8430 -5.6537 2.6447 0.3 0.2 -0.7 0.118
H -0.6709 -4.5190 3.8895 -0.7 0.3 0.2 0.110
H 0.3979 2.2506 -2.7100 1.4 0.6 -0.1 0.117
H 2.1553 1.3965 4.0952 0.2 -0.6 -0.2 0.095
H -4.9727 1.8644 -3.2502 0.3 -0.3 -0.1 0.111
H 2.3955 2.5651 2.8154 0.4 -0.3 -0.5 0.102
H -0.2653 2.5843 -7.9701 0.1 -0.1 0.2 0.128
H 1.3784 0.5149 -7.5274 0.1 0.4 -0.1 0.115
H -3.2788 1.2943 -2.7412 -0.4 -0.3 0.0 0.094
H -0.3152 -4.6679 0.2217 0.1 -0.2 0.2 0.144
H -7.7557 1.3482 -1.3575 -0.4 0.1 -0.1 0.111
H -2.5919 -4.3690 0.4588 -1.3 1.0 0.5 0.132
H 3.9824 -0.6560 4.3610 -0.2 0.9 0.3 0.121
H -0.9319 1.0472 8.2774 -0.2 0.3 -0.2 0.134
H -2.0587 2.5019 -0.9957 -0.1 -0.3 -0.7 0.077
H -0.4437 -2.1323 3.6712 0.5 0.0 -0.3 0.100
H -3.2869 0.1137 4.0154 -0.2 -0.3 -0.3 0.097
H -2.4559 2.1421 1.9241 -0.3 0.4 -0.1 0.075
H 1.0846 3.7018 -4.9098 0.4 0.2 1.1 0.129
H 6.6493 -0.4163 -1.9042 -0.6 0.0 0.5 0.106
H -2.5556 -2.3425 8.0658 -0.4 0.0 0.6 0.138
H 3.0323 2.8123 -6.7875 0.0 0.1 -0.1 0.108
H -4.6790 2.6598 0.3585 -0.6 -0.4 0.1 0.122
H -4.5359 0.7857 5.9252 -0.1 0.5 0.1 0.103
H -1.7966 -2.0466 2.5622 0.0 0.2 0.1 0.092
H -5.8894 3.8396 -2.4581 0.2 -0.4 -0.1 0.101
H -1.6971 0.2101 3.3045 0.6 0.2 0.9 0.080
H 5.0060 -2.1727 -2.1743 -0.1 -0.1 -0.2 0.106
H -2.0218 -1.5012 -0.4109 0.9 0.4 -1.0 0.012
H 1.9594 2.8389 -8.2116 -0.3 -0.1 0.2 0.120
H -0.9114 1.0726 5.7525 0.1 0.2 -0.2 0.123
H 3.6689 2.2629 4.0507 -0.1 0.2 -0.2 0.111
H -0.6343 0.4697 -2.9522 -0.4 0.0 1.1 0.030
H 0.4278 -0.3460 -0.5944 -1.4 1.1 -0.3 0.017
H -1.8494 2.7284 4.0118 0.7 0.0 0.4 0.120
H -0.0459 -2.9481 -0.0247 0.3 0.2 0.8 0.096
H 2.0963 -3.9102 -1.3251 -0.3 0.0 0.4 0.117
H 2.4792 0.7304 -0.0997 0.2 0.3 0.5 0.123
H -5.6537 0.3083 -1.4634 -0.5 0.2 -0.5 0.128
H -2.8485 -1.0717 5.8298 -1.0 0.2 0.1 0.119
H 4.9664 -2.5011 -4.8442 0.5 0.2 0.3 0.139
H -1.7035 2.5550 6.3858 0.4 0.0 0.0 0.134
H -5.3268 4.7190 -1.1330 0.8 0.1 0.2 0.118
H 1.5770 -3.0230 1.5513 -0.5 0.0 -0.2 0.082
H -1.0602 2.0098 -6.4519 0.1 -0.3 -0.2 0.113
H -0.5053 3.6304 -6.5321 0.1 0.2 -0.4 0.120
H 0.4019 -1.8901 -1.9681 0.2 0.1 -0.2 0.069
H 5.4782 1.5712 1.9000 -0.1 0.1 -0.5 0.125
H 5.9621 0.4715 -4.6529 0.1 0.6 -0.4 0.069
H -2.2239 -4.6486 2.8737 0.2 0.7 0.2 0.118
H 1.3289 -4.7494 1.9411 0.0 0.1 0.1 0.120
H -2.4962 1.8946 8.6910 0.4 -0.2 0.6 0.137
H -1.5845 -0.8429 9.5601 0.1 0.4 0.0 0.131
```
Forces are in eV/Å.

# 2
Molecular formula: C30H47CdCl2NP4
Method: DFT, the ωB97M-V functional and the def2-TZVPD basis

As for the HOMO-LUMO gap: 0.315 Ha. The spin multiplicity is 1. For the energy above the lowest of the compared OMol25 structures with the same formula, charge and spin, the calculation gives 0.0 kJ/mol. The total charge is +2. As for the total energy: -3679.16867 Eh.

```
85
Properties=species:S:1:pos:R:3:forces:R:3:lowdin_charge:R:1
Cd -0.7955 0.1955 -0.0650 -0.1 0.1 0.5 1.067
Cl -4.8046 0.3129 0.3761 0.1 0.1 -0.1 0.538
Cl -3.2068 1.3046 -1.9340 -0.1 0.0 0.1 0.495
P -1.1693 -1.8568 1.5068 0.1 -0.1 -0.5 0.757
P -1.5726 2.3182 1.4298 0.3 -0.2 0.0 0.781
P -2.3529 -2.2103 -1.4226 -0.1 0.5 -0.1 0.798
P 1.2263 1.0141 2.4348 -0.1 -0.1 -0.2 0.838
N 2.8483 -1.5046 -2.4582 0.0 0.1 0.0 -0.168
C -2.0669 1.8161 3.1177 -0.1 0.1 0.0 -0.267
C 2.0302 0.7428 -1.5752 -0.2 0.2 0.2 -0.314
C -4.8256 1.0832 -1.2168 0.1 0.0 -0.1 -0.948
C 2.2774 3.6103 2.1379 0.0 0.0 0.0 -0.082
C 3.9040 -0.9320 -3.3539 -0.2 -0.2 0.2 0.018
C -3.8266 -3.2767 -1.6464 0.1 -0.2 0.2 -0.250
C -2.0023 -1.8448 -3.1791 0.0 -0.1 -0.1 -0.299
C 0.3587 2.4510 -1.6954 0.1 0.0 0.0 -0.181
C 1.0095 5.5143 1.4272 0.0 0.0 0.0 -0.053
C 1.2953 3.3523 -2.1833 0.0 0.0 0.0 -0.063
C -0.1244 4.7183 1.3398 0.0 0.0 0.0 -0.087
C 2.6219 2.9699 -2.3195 0.0 0.0 0.0 -0.054
C 2.9828 1.6720 -2.0023 0.0 0.1 0.0 -0.070
C 2.2147 4.9611 1.8280 0.0 0.0 0.0 -0.052
C -2.8779 3.5036 0.9898 0.0 0.1 0.0 -0.285
C 0.3640 -4.1636 0.9215 0.0 0.0 0.0 -0.084
C -0.0738 3.3585 1.6461 0.0 0.0 -0.1 -0.398
C 1.4169 1.0275 4.2597 0.0 0.1 0.1 -0.261
C 0.3597 -5.3114 -1.1945 0.0 0.0 0.0 -0.060
C -0.2556 -2.0475 3.0608 0.0 -0.1 0.1 -0.297
C 1.1523 2.7957 2.0439 -0.1 0.1 0.0 -0.404
C 1.6330 -1.8521 -3.2408 0.1 0.1 0.1 0.015
C -2.8579 -2.3387 1.9837 0.0 0.0 0.1 -0.267
C -0.5818 -4.4083 -1.6691 0.0 -0.1 0.0 -0.103
C -0.5718 -3.2417 0.4497 -0.1 -0.1 0.0 -0.405
C 0.8303 -5.1860 0.1042 0.0 0.0 0.0 -0.057
C -1.0524 -3.3697 -0.8690 -0.1 -0.2 0.0 -0.427
C 2.9326 0.5546 1.9351 0.2 0.1 0.1 -0.279
C 2.5148 -0.6385 -1.2419 0.0 -0.1 -0.1 -0.110
C 0.6899 1.1313 -1.3677 0.2 -0.3 0.0 -0.233
H 3.5171 -0.0210 -3.7992 0.0 0.0 -0.1 0.102
H -0.6548 2.8094 -1.5407 0.0 0.0 0.0 0.050
H 3.4402 -0.6408 -0.6675 0.0 0.1 0.1 0.123
H -2.9407 4.3034 1.7282 0.0 0.0 0.0 0.062
H -1.2869 -1.0339 -3.2674 0.2 0.1 0.0 0.005
H -3.2022 -1.7007 2.7996 0.0 0.0 0.0 0.050
H 1.6608 0.0273 4.6206 0.0 0.0 0.0 0.043
H 2.2176 1.7097 4.5496 0.0 0.0 0.0 0.051
H 0.7404 -4.1012 1.9339 0.0 0.0 0.0 0.095
H -1.0514 5.1760 1.0262 0.0 0.0 0.0 0.091
H -1.5902 0.8792 3.4017 0.0 0.0 0.0 -0.006
H -3.6111 -4.0891 -2.3431 0.0 0.0 0.0 0.054
H 2.9923 -0.5149 1.7289 0.0 0.0 0.0 0.025
H -3.5509 -2.2267 1.1521 0.1 0.0 0.0 -0.019
H -2.8532 -3.3752 2.3231 0.0 0.0 0.0 0.066
H -0.5069 -2.9929 3.5449 0.0 0.0 0.0 0.065
H -1.6687 -2.7118 -3.7520 0.0 0.0 0.0 0.043
H 0.9963 4.3653 -2.4227 0.0 0.0 0.0 0.115
H -4.1413 -3.7097 -0.6970 0.0 0.0 0.0 0.043
H 1.5500 -5.8967 0.4899 0.0 0.0 0.0 0.117
H -5.2698 2.0659 -1.1298 -0.1 0.0 0.0 0.033
H -4.6490 -2.6813 -2.0423 0.0 0.0 0.0 0.045
H 1.9248 -2.5124 -4.0538 -0.1 0.0 0.0 0.116
H -2.7143 3.9368 0.0036 0.0 0.0 0.0 0.044
H 1.2308 -0.9187 -3.6202 -0.2 0.0 -0.1 0.107
H -3.1490 1.6752 3.1343 0.0 0.0 0.0 0.044
H 1.7547 -1.2002 -0.6974 0.0 0.0 0.1 0.100
H 4.7887 -0.7239 -2.7582 0.0 0.0 -0.1 0.111
H 0.9459 6.5674 1.1855 0.0 0.0 0.0 0.117
H 3.1992 1.1083 1.0359 0.0 0.0 -0.1 0.029
H -3.8259 2.9679 0.9795 0.0 0.0 0.0 0.012
H 3.1001 5.5785 1.9053 0.0 0.0 0.0 0.116
H -0.5281 -1.2315 3.7290 0.0 0.0 0.0 0.026
H 3.2286 -2.3690 -2.0732 0.0 0.0 0.0 0.180
H -0.9670 -4.5332 -2.6753 0.0 0.0 0.0 0.106
H 0.4950 1.3503 4.7447 0.0 0.0 0.0 0.037
H 0.7042 -6.1215 -1.8247 0.0 0.0 0.0 0.117
H -2.9300 -1.4867 -3.6275 0.0 0.0 0.0 0.043
H 3.2242 3.1881 2.4564 0.0 0.0 0.0 0.107
H -1.8038 2.5841 3.8456 0.0 0.0 0.0 0.062
H 0.9294 -2.3385 -2.5716 -0.1 0.0 -0.1 0.075
H 4.1175 -1.6760 -4.1163 0.1 0.0 0.0 0.112
H 3.6622 0.7851 2.7132 0.0 0.0 0.0 0.052
H 4.0274 1.3828 -2.0686 -0.1 0.1 0.0 0.111
H 0.8200 -2.0021 2.8966 0.0 0.0 0.0 0.033
H 3.3697 3.6780 -2.6501 0.0 0.0 0.0 0.116
H -5.3859 0.4457 -1.8873 -0.1 0.0 0.0 0.029
```
Forces are in eV/Å.

# 3
Molecular formula: C26H30N4OSSeV
Method: DFT, the ωB97M-V functional and the def2-TZVPD basis

As for the HOMO-LUMO gap (spin up / spin down): 0.200 / 0.195 Ha. The spin multiplicity is 3. For the energy above the lowest of the compared OMol25 structures with the same formula, charge and spin, the calculation gives 70.4 kJ/mol. The expectation value of S² is 2.02. The total charge is -1. As for the total energy: -5046.75427 Eh.

```
64
Properties=species:S:1:pos:R:3:forces:R:3:mulliken_spin:R:1
Se 1.6376 -0.7315 -1.6627 0.0 0.0 0.0 0.002
V -2.6159 0.4120 -0.6959 0.3 -0.3 0.2 2.126
S -4.3659 1.5635 -1.8585 -0.1 0.0 0.4 -0.019
O -1.8876 -1.2317 -1.1886 0.1 -0.1 0.1 0.004
N -5.5667 -0.1735 -0.1073 0.1 0.1 -0.1 -0.005
N -1.8930 0.4446 1.4133 0.0 0.0 -0.1 -0.139
N -6.8793 1.4551 -1.0003 0.0 0.0 0.1 -0.004
N -4.3020 -0.7553 -0.1351 -0.1 0.4 -0.3 -0.053
C 7.3559 0.6036 0.5048 0.0 0.0 0.0 0.000
C -0.3476 3.7637 0.8732 -0.1 0.0 0.0 -0.004
C -5.6434 0.8656 -0.8867 -0.1 -0.2 0.0 0.003
C -4.2737 -2.0058 0.1376 -0.4 0.0 0.1 0.041
C -1.7792 1.8733 1.8123 0.0 -0.1 0.0 0.023
C -1.9540 -2.4342 -0.6330 0.0 0.3 -0.2 0.013
C 3.3996 -0.3395 -1.0450 0.0 0.1 0.1 0.000
C 5.6390 -1.0161 -0.3879 0.0 0.0 0.0 0.000
C 5.0205 1.2636 -0.1988 0.0 0.0 0.0 0.000
C 4.0977 -2.7753 -1.2367 0.0 0.0 0.0 0.000
C 4.3823 -1.3389 -0.8891 0.0 0.0 0.0 0.000
C -2.6978 -0.2645 2.4214 0.1 0.1 -0.1 0.048
C -1.0382 2.9243 -1.6827 0.0 0.1 0.1 -0.012
C -0.9509 -4.5697 -0.1848 0.1 0.0 0.0 0.009
C -0.2072 4.0266 -1.5113 0.0 0.0 0.0 -0.003
C 2.7611 2.1005 -0.8413 0.0 0.0 0.0 -0.001
C -1.1776 2.6700 0.6842 -0.2 -0.3 0.0 -0.054
C -2.0956 -4.9936 0.4998 0.0 0.0 0.0 -0.008
C 0.1349 4.4483 -0.2350 0.0 0.0 0.0 0.006
C 5.9853 0.2803 -0.0311 0.0 0.0 0.0 0.000
C 3.7505 0.9813 -0.6944 0.0 0.0 0.0 0.000
C -3.1671 -4.1381 0.6085 0.1 0.0 -0.1 0.008
C -1.5434 2.2179 -0.5879 0.2 0.0 -0.3 -0.015
C -0.8715 -3.3187 -0.7565 -0.1 0.0 0.1 -0.010
C -3.1093 -2.8459 0.0600 0.1 -0.1 0.0 0.002
C -0.5357 -0.1590 1.3691 -0.1 0.1 0.0 0.010
H 8.1396 0.3656 -0.2197 0.0 0.0 0.0 0.000
H 6.3751 -1.8101 -0.2793 0.0 0.0 0.0 0.000
H -2.7306 -1.3267 2.1861 0.0 0.0 0.0 -0.001
H -1.2824 2.6118 -2.6932 0.0 0.0 0.0 -0.002
H 3.2058 3.0556 -0.5498 0.0 0.0 0.0 0.000
H -0.0378 0.0008 2.3325 0.0 0.0 0.0 0.002
H 3.6596 -3.3045 -0.3841 -0.1 0.0 0.0 0.000
H -0.0703 4.0789 1.8742 0.0 0.0 0.0 0.000
H -4.0724 -4.4493 1.1179 0.0 0.0 0.0 0.000
H 7.5776 0.0396 1.4150 0.0 0.0 0.0 0.000
H -2.2459 -0.1409 3.4125 0.0 0.0 0.0 0.003
H 0.0604 0.2672 0.5626 0.0 0.0 0.0 0.014
H 0.1922 4.5448 -2.3752 0.0 0.0 0.0 -0.001
H -6.8788 2.4159 -1.2949 0.0 0.0 0.0 0.001
H 5.2603 2.2910 0.0648 0.0 0.0 0.0 0.000
H -0.6133 -1.2271 1.1782 0.0 0.0 0.0 -0.001
H -2.1381 -5.9851 0.9314 0.0 0.0 0.0 0.000
H 1.8680 1.9266 -0.2369 0.0 0.0 0.0 0.000
H -0.1024 -5.2388 -0.2682 0.0 0.0 0.0 0.000
H -3.7126 0.1320 2.4341 0.0 0.0 0.0 -0.005
H 7.4399 1.6649 0.7449 0.0 0.0 0.0 0.000
H 3.3758 -2.8338 -2.0495 0.0 0.0 0.0 0.000
H 0.0166 -2.9589 -1.2665 0.0 0.0 0.0 0.001
H 2.3976 2.1659 -1.8692 0.0 0.0 0.0 0.000
H -5.2212 -2.4613 0.4291 0.0 0.0 0.0 0.003
H -1.2100 1.9387 2.7487 0.1 0.0 0.0 0.005
H -2.7954 2.2240 2.0177 0.0 0.0 0.0 0.011
H 0.7987 5.2940 -0.1019 0.0 0.0 0.0 0.001
H 5.0177 -3.2935 -1.5190 0.0 0.0 0.0 0.000
H -7.5356 1.2095 -0.2761 0.0 0.0 0.0 0.000
```
Forces are in eV/Å.